# 1
{
  "formula": "H25O13",
  "method": "ωB97M-V/def2-TZVPD",
  "de_lowest_kj_mol": 342.9,
  "fmax_ev_per_a": 5.9,
  "e_tot_ev": -27023.8210,
  "homo_energy_ev": -7.5,
  "total_charge": -1,
  "multiplicity": 1,
  "lumo_ha": 0.0984,
  "elements": ["O", "H", "H", "O", "H", "H", "O", "H", "O", "H", "H", "O", "H", "H", "O", "H", "H", "O", "H", "H", "O", "H", "H", "O", "H", "H", "O", "H", "H", "O", "H", "H", "O", "H", "H", "O", "H", "H"],
  "positions_angstrom": [[1.846, 3.205, 0.301], [1.840, 2.228, 0.049], [0.911, 3.132, 0.163], [-3.485, 0.481, -0.444], [-4.093, 0.303, 0.295], [-2.725, -0.046, -0.323], [2.778, -0.352, 0.888], [2.840, 0.589, 1.332], [-2.306, 3.722, 0.505], [-1.594, 3.585, -0.068], [-2.441, 2.754, 0.718], [-2.064, -0.780, 2.048], [-1.568, -0.582, 1.170], [-2.543, -1.552, 1.831], [-0.690, -3.565, 0.385], [-1.267, -3.211, 1.131], [-1.273, -3.081, -0.424], [-0.302, 2.295, -0.924], [-0.569, 2.369, -1.846], [3.234, -0.339, -0.017], [3.246, 0.213, -1.618], [2.485, 0.681, -1.323], [2.687, -0.480, -2.067], [-1.015, -0.134, -0.111], [-0.136, -0.362, 0.034], [-0.692, 1.560, -0.432], [-2.168, -1.369, -1.907], [-1.500, -0.975, -1.117], [-2.255, -0.611, -2.411], [1.259, -0.115, 2.890], [0.343, -0.425, 3.085], [1.112, 0.673, 2.266], [3.174, -2.948, 1.350], [3.213, -1.955, 1.099], [2.677, -2.790, 2.124], [0.718, -0.496, -2.958], [-0.096, -0.363, -2.392], [0.418, -1.259, -3.285]],
  "atomic_forces_ev_per_a": [[0.7, -2.8, -0.1], [1.4, 1.4, 0.4], [-1.7, 1.5, -0.1], [-2.7, 1.6, 0.2], [0.6, 0.1, -0.4], [1.0, -0.8, 0.4], [0.7, 2.8, -0.2], [0.3, -3.0, -1.5], [-1.8, -1.6, 1.9], [2.1, 0.2, -1.7], [-0.4, 1.5, 0.0], [1.0, 0.9, 0.3], [-0.4, 0.3, 0.7], [-1.0, -1.3, -0.1], [-3.9, 2.8, -2.0], [1.4, -0.7, -1.0], [2.5, -2.0, 2.8], [0.7, 1.4, -0.2], [-0.2, -0.5, 0.4], [-0.5, 0.7, 1.4], [-0.3, -1.8, -1.3], [-0.9, 1.5, 0.5], [1.1, 0.4, 0.0], [-0.9, 0.8, -0.5], [2.6, -0.9, 0.5], [-0.8, -1.3, -0.5], [2.2, -2.4, 2.2], [-1.3, -0.5, -1.1], [-0.8, 2.3, -1.8], [-1.5, 1.6, -0.6], [0.8, 0.4, -0.3], [0.0, -1.9, 1.5], [1.1, 1.9, -1.7], [0.1, -2.1, 0.3], [-1.1, -0.3, 1.7], [-0.1, 4.5, 3.0], [1.3, 0.5, -0.2], [-1.2, -5.2, -2.7]],
  "nbo_charge": [-0.94, 0.44, 0.48, -0.97, 0.46, 0.49, -1.00, 0.49, -0.95, 0.47, 0.47, -1.02, 0.49, 0.44, -0.94, 0.46, 0.48, -1.04, 0.49, 0.50, -0.93, 0.47, 0.50, -1.18, 0.47, 0.52, -1.05, 0.47, 0.45, -0.95, 0.49, 0.46, -0.98, 0.49, 0.46, -0.96, 0.49, 0.46]
}


# 2
{
  "formula": "H26Mg3O25S3",
  "method": "ωB97M-V/def2-TZVPD",
  "de_lowest_kj_mol": 0.0,
  "fmax_ev_per_a": 2.4,
  "e_tot_ev": -100464.0061,
  "homo_energy_ev": -7.4,
  "total_charge": 0,
  "multiplicity": 1,
  "lumo_ha": -0.0598,
  "elements": ["Mg", "Mg", "Mg", "S", "O", "O", "O", "O", "S", "O", "O", "O", "O", "S", "O", "O", "O", "O", "O", "H", "H", "O", "H", "H", "O", "H", "H", "O", "H", "H", "O", "H", "H", "O", "H", "H", "O", "H", "H", "O", "H", "H", "O", "H", "H", "O", "H", "H", "O", "H", "H", "O", "H", "H", "O", "H", "H"],
  "positions_angstrom": [[-1.997, -1.777, -2.359], [0.422, 2.992, 0.783], [0.671, -1.778, 1.320], [-0.507, -4.235, -0.606], [0.119, -3.314, 0.429], [-1.154, -3.305, -1.632], [0.507, -5.043, -1.241], [-1.588, -4.996, 0.055], [-0.207, 0.001, -0.344], [1.055, -0.751, -0.290], [-0.954, -0.377, -1.547], [-0.904, -0.513, 0.883], [0.023, 1.450, -0.248], [3.276, 2.688, 2.356], [4.083, 1.467, 2.430], [2.095, 2.305, 1.386], [2.586, 2.995, 3.620], [3.931, 3.827, 1.717], [-0.994, -1.720, -4.109], [-0.523, -0.889, -4.254], [-0.639, -2.344, -4.754], [-3.425, -0.546, -3.217], [-3.810, -0.717, -4.086], [-3.853, 0.253, -2.888], [-0.401, -2.540, 2.901], [-0.407, -2.377, 3.850], [-1.124, -3.157, 2.715], [3.106, 1.362, -1.071], [2.814, 1.866, -0.289], [2.492, 0.619, -1.126], [-1.347, 2.724, -2.660], [-0.774, 2.150, -2.126], [-1.351, 2.325, -3.535], [1.257, 3.808, -0.908], [0.959, 4.714, -1.077], [2.216, 3.819, -1.072], [-0.475, 2.141, 2.316], [-0.836, 2.465, 3.148], [-0.550, 1.171, 2.346], [-3.335, 0.429, 1.865], [-3.365, -0.052, 2.700], [-2.499, 0.147, 1.445], [1.207, -0.253, 2.682], [1.549, 0.598, 2.296], [1.516, -0.239, 3.594], [2.757, -2.149, -1.897], [2.082, -1.747, -1.322], [3.589, -1.990, -1.440], [-3.259, -1.809, -0.685], [-4.191, -1.995, -0.857], [-3.269, -1.167, 0.042], [2.611, -2.413, 1.596], [2.806, -3.358, 1.584], [3.419, -1.955, 1.867], [-1.452, 3.868, 0.011], [-2.238, 3.794, 0.566], [-1.719, 3.528, -0.865]],
  "atomic_forces_ev_per_a": [[0.7, -1.1, 1.3], [1.1, 0.3, 0.1], [0.5, -0.7, 1.2], [-1.1, -0.8, 0.7], [-0.3, -0.8, -0.7], [0.2, -0.1, -0.3], [-0.2, 0.4, 0.1], [1.0, 0.9, -0.5], [0.4, -1.1, 1.1], [0.5, 1.3, -0.9], [0.0, 1.6, -0.3], [-0.9, 1.1, -0.5], [-1.1, -1.5, -1.5], [-0.1, -0.2, 0.2], [-0.2, 0.4, 0.1], [-0.4, -0.4, -0.4], [0.2, 0.1, -0.2], [-0.2, -0.2, 0.3], [0.0, 0.4, -0.7], [0.1, -0.1, 0.1], [0.1, -0.2, 0.3], [-0.4, 0.0, -0.6], [0.1, 0.0, 0.0], [0.1, -0.1, 0.2], [-0.4, -0.1, 0.7], [0.0, 0.0, -0.1], [0.3, -0.1, -0.3], [-0.2, 0.3, -0.5], [0.2, -0.5, 0.4], [0.2, 0.1, 0.1], [-0.1, -0.2, 0.3], [0.1, 0.0, -0.1], [0.0, 0.2, 0.0], [-0.1, 1.0, -0.2], [0.1, -0.1, -0.2], [-0.1, -0.4, 0.3], [-1.2, -0.1, 0.8], [0.2, 0.0, 0.0], [0.2, 0.1, -0.2], [0.0, -0.1, -0.3], [0.0, 0.0, -0.1], [0.1, 0.1, 0.3], [-0.1, 0.7, -0.1], [0.4, -0.1, 0.0], [0.3, 0.0, -0.1], [-0.1, 0.2, 0.0], [0.4, -0.4, -0.3], [0.0, 0.1, -0.1], [-0.9, 0.4, -0.1], [0.1, -0.2, 0.2], [0.2, -0.1, 0.0], [0.4, -0.3, 0.2], [-0.1, 0.1, -0.2], [-0.2, 0.2, -0.1], [0.0, 0.0, 0.1], [0.1, 0.0, 0.0], [0.2, 0.2, 0.1]],
  "nbo_charge": [1.82, 1.82, 1.80, 2.62, -1.23, -1.26, -0.99, -1.04, 2.66, -1.11, -1.14, -1.14, -1.12, 2.57, -1.05, -1.31, -1.07, -1.04, -1.01, 0.51, 0.53, -1.00, 0.51, 0.52, -0.99, 0.49, 0.53, -0.98, 0.49, 0.47, -0.98, 0.50, 0.48, -1.01, 0.50, 0.54, -1.02, 0.51, 0.53, -0.98, 0.47, 0.49, -1.06, 0.55, 0.51, -0.96, 0.48, 0.46, -0.98, 0.49, 0.52, -1.00, 0.51, 0.52, -1.01, 0.50, 0.53]
}


# 3
{
  "formula": "H26NO11",
  "method": "ωB97M-V/def2-TZVPD",
  "de_lowest_kj_mol": 190.8,
  "fmax_ev_per_a": 3.8,
  "e_tot_ev": -24428.2746,
  "homo_energy_ev": -14.1,
  "total_charge": 1,
  "multiplicity": 1,
  "lumo_ha": -0.1118,
  "elements": ["N", "H", "H", "H", "H", "O", "H", "H", "O", "H", "H", "O", "H", "H", "O", "H", "H", "O", "H", "H", "O", "H", "H", "O", "H", "H", "O", "H", "H", "O", "H", "H", "O", "H", "H", "O", "H", "H"],
  "positions_angstrom": [[0.197, -0.012, 0.535], [-0.760, -0.252, 0.464], [0.762, -0.752, 0.232], [0.590, -0.013, 1.444], [0.422, 0.818, 0.022], [-0.837, -3.033, -0.382], [-1.634, -3.475, -0.594], [-0.356, -3.578, 0.204], [-2.132, -0.060, -1.981], [-2.734, 0.448, -1.468], [-1.531, 0.577, -2.220], [0.796, -1.078, -2.140], [0.215, -1.730, -1.768], [1.458, -1.684, -2.398], [-0.477, 1.952, -2.227], [-0.582, 2.577, -1.527], [-1.127, 2.188, -2.828], [2.034, -3.180, -0.222], [2.939, -3.031, -0.564], [1.568, -3.583, -1.029], [0.525, 3.457, -0.044], [1.482, 3.486, 0.198], [0.311, 4.385, -0.088], [-2.172, 2.072, 0.652], [-1.983, 2.744, -0.013], [-2.971, 1.733, 0.254], [2.414, 1.991, -1.693], [1.575, 2.362, -1.492], [2.703, 1.651, -0.858], [0.765, -2.436, 2.271], [-0.167, -2.186, 2.358], [0.758, -3.392, 2.000], [-1.955, -1.657, 2.322], [-2.604, -1.027, 2.551], [-2.348, -2.333, 1.752], [1.289, 1.848, 2.627], [1.647, 1.736, 3.469], [1.919, 2.466, 2.180]],
  "atomic_forces_ev_per_a": [[1.0, 0.3, 0.1], [-1.4, -0.3, 0.1], [0.8, -2.0, -2.0], [-0.4, 1.1, 2.0], [-0.1, 0.6, -0.4], [0.3, 1.8, -0.7], [-1.3, -0.8, -0.5], [0.9, -1.0, 1.0], [-2.0, -3.1, 0.7], [-1.1, 0.3, 0.6], [2.9, 1.9, -1.0], [-0.5, 0.8, 0.4], [-1.4, -0.3, 0.5], [1.8, -0.4, -0.9], [1.8, -0.8, 1.1], [0.3, 0.7, 0.9], [-1.8, 0.9, -2.4], [-0.3, -0.8, -2.3], [-0.5, -0.2, 0.5], [1.0, 0.8, 1.8], [1.3, -0.3, 0.5], [-1.0, 0.0, -0.4], [-0.3, 0.7, 0.0], [0.1, 0.1, -0.6], [0.5, 0.4, 0.4], [-0.7, -0.5, 0.4], [1.0, -0.2, -0.4], [-1.3, 0.6, -0.3], [0.7, -0.5, 0.6], [-0.1, -1.1, -0.5], [-0.1, -0.1, 0.3], [0.3, 1.5, 0.5], [1.4, -1.2, -0.7], [-1.3, 1.0, 0.5], [-0.2, 0.4, 0.2], [0.0, 1.0, -3.0], [0.9, -0.4, 2.3], [-0.9, -0.8, 0.8]],
  "nbo_charge": [-0.84, 0.46, 0.46, 0.46, 0.44, -0.96, 0.49, 0.48, -0.93, 0.44, 0.47, -0.94, 0.48, 0.46, -0.93, 0.47, 0.48, -0.96, 0.49, 0.47, -0.97, 0.49, 0.50, -0.92, 0.46, 0.46, -0.91, 0.47, 0.44, -0.97, 0.49, 0.47, -0.97, 0.49, 0.49, -0.95, 0.48, 0.47]
}